1.
A 3-piece molecular cluster, C2H9NO4 overall in a non-equilibrium geometry. Source: OMol25; level of theory: the ωB97M-V functional and the def2-TZVPD basis.

Last column: Löwdin charge in e.
Atoms and positions in Å:
N -0.24347 -2.74985 -0.53707  -0.008
C -0.51215 -1.42119 -1.12929  -0.184
C -1.10156 -0.31556 -0.30297  -0.520
O -0.53565 0.26302 0.54911  0.119
O -2.31530 0.11864 -0.80020  0.067
H -0.96796 -3.22698 0.01851  0.076
H 0.02024 -3.42927 -1.30815  0.095
H -1.25881 -1.40675 -1.93230  0.113
H 0.44766 -0.93974 -1.39615  0.138
H -2.64491 0.87087 -0.22377  0.150
O 1.99040 1.09679 1.24505  -0.083
H 1.94973 0.15115 1.16347  0.029
H 1.14100 1.28470 1.73900  0.062
O 1.25928 3.64625 1.03400  -0.043
H 0.76209 2.97190 0.63806  -0.023
H 2.00942 3.08600 1.24269  0.010

Force components x, y, z for each atom (eV/Å):
0.39 -0.89 -0.86
-0.75 -0.29 -0.33
-1.46 -0.20 -0.99
0.70 0.99 2.11
0.07 0.43 1.17
0.16 0.94 -0.58
-0.43 1.34 1.33
0.74 -0.58 -0.59
-0.37 -0.64 -0.41
0.74 -1.14 -0.85
-1.24 0.68 1.19
0.10 -0.70 -0.21
1.38 -0.37 -0.80
0.93 1.14 0.84
-1.74 -1.10 -1.28
0.77 0.39 0.26

Calculated values
- relative energy (zero: lowest compared OMol25 entry of this formula, charge and spin) (eV) = 1.228
- highest occupied orbital energy (eV) = -10.05
- LUMO energy (eV) = 0.384
- SMILES = NCC(=O)O.O.O

2.
A 3-piece molecular cluster, C2H9NO4 overall in a non-equilibrium geometry. Source: OMol25; level of theory: the ωB97M-V functional and the def2-TZVPD basis.

Last column: Löwdin charge in e.
Atoms and positions in Å:
C -0.49227 -0.41536 2.27545  -0.086
N -0.24632 -0.28090 0.86349  -0.001
C -0.75582 -1.06021 -0.15194  -0.633
O -0.14786 -1.55927 -1.04726  0.109
O -2.09097 -1.29447 -0.03468  0.104
H 0.42859 -0.51925 2.85316  0.082
H -1.05257 0.43212 2.67508  0.081
H -1.02981 -1.34202 2.47858  0.092
H 0.20980 0.52743 0.48226  0.118
H -2.54035 -0.69012 0.57836  0.119
O 3.24180 1.26355 -1.60758  -0.060
H 2.34503 0.94579 -1.47398  0.002
H 3.60413 0.36092 -1.62360  0.045
O -0.48803 1.39785 -1.70506  -0.047
H -0.78228 1.71994 -2.55204  0.041
H -0.20307 0.51399 -2.01023  0.033

Force components x, y, z for each atom (eV/Å):
-0.29 -0.03 0.28
0.62 0.26 -0.72
-1.46 -0.26 1.61
0.54 0.29 -0.93
-0.34 -0.41 -0.12
0.14 0.19 -0.22
-0.09 -0.06 0.12
-0.21 0.11 -0.18
0.52 0.15 0.39
0.54 -0.12 -0.18
-0.11 -1.38 0.08
-0.80 0.86 0.05
0.86 0.52 -0.14
0.47 -1.07 -0.33
-0.37 0.86 -0.34
-0.03 0.09 0.63

Calculated values
- relative energy (zero: lowest compared OMol25 entry of this formula, charge and spin) (eV) = 0.835
- highest occupied orbital energy (eV) = -9.81
- LUMO energy (eV) = 0.462
- SMILES = CNC(=O)O.O.O

3.
A 3-piece molecular cluster, C2H9NO4 overall in a non-equilibrium geometry. Source: OMol25; level of theory: the ωB97M-V functional and the def2-TZVPD basis.

Last column: Löwdin charge in e.
Atoms and positions in Å:
C -0.96422 0.73285 -0.71886  -0.067
N -0.32075 -0.47803 -1.27932  0.001
C 0.95104 -0.57614 -1.80220  -0.631
O 1.24400 -1.52772 -2.49209  0.081
O 1.76454 0.37562 -1.29862  0.022
H -1.58892 1.21099 -1.50265  0.089
H -1.56606 0.51082 0.14177  0.042
H -0.08654 1.37085 -0.42026  0.086
H -0.91539 -1.32956 -1.29733  0.152
H 1.76468 0.22648 -0.26341  0.089
O -2.08792 -1.19969 2.45852  -0.061
H -1.15010 -1.31576 2.26800  0.029
H -2.50973 -0.79027 1.68582  0.024
O 1.86189 0.55331 1.31679  -0.019
H 2.49497 1.27629 1.42906  0.086
H 1.10849 0.95997 1.77481  0.079

Force components x, y, z for each atom (eV/Å):
1.95 0.10 -1.23
-1.97 -0.55 0.82
-0.95 -1.33 0.82
0.50 0.97 -0.01
0.63 -0.57 1.17
0.39 0.02 0.62
-0.24 -0.21 0.41
-1.35 -0.13 -0.31
0.97 1.04 -0.54
-0.02 0.76 -2.14
-0.22 0.19 -0.10
-0.20 0.05 -0.24
0.43 -0.28 0.33
-0.19 0.81 0.89
0.47 -0.31 -0.29
-0.21 -0.56 -0.21

Calculated values
- relative energy (zero: lowest compared OMol25 entry of this formula, charge and spin) (eV) = 0.872
- highest occupied orbital energy (eV) = -9.59
- LUMO energy (eV) = -0.071
- SMILES = CNC(=O)O.O.O

4.
A 2-piece molecular cluster, C2H9NOS2 overall in a non-equilibrium geometry. Source: OMol25; level of theory: the ωB97M-V functional and the def2-TZVPD basis.

Last column: Mulliken spin population.
Atoms and positions in Å:
C 2.18053 0.74321 0.17784  0.121
S 2.22310 1.16122 1.99043  0.434
S 0.72863 1.23734 3.74322  0.484
H 1.24824 0.21456 -0.05341  -0.017
H 2.84134 -0.07797 -0.15547  -0.001
H 2.34427 1.60968 -0.46566  -0.001
H -0.06363 0.27748 3.27260  -0.019
N -2.29928 -0.49209 -1.66981  0.000
C -1.02547 -0.20460 -1.06086  -0.001
O -0.41165 -1.34282 -0.40849  -0.002
H -2.22820 -1.38592 -2.15136  0.000
H -3.03380 -0.57878 -0.97131  0.000
H -0.31803 -0.04496 -1.87566  0.001
H -1.03092 0.65654 -0.39626  0.001
H -1.15512 -1.77288 0.02421  0.000

Force components x, y, z for each atom (eV/Å):
-0.38 -0.99 -0.39
1.77 -0.26 -1.55
-1.42 0.34 1.48
-0.19 0.79 0.09
0.61 0.45 0.49
-0.19 0.00 -0.05
-0.04 -0.24 -0.03
-0.21 -0.10 0.49
1.17 -0.80 -0.83
-0.96 0.22 -0.10
-0.06 0.21 -0.03
0.08 0.05 -0.10
-0.05 0.53 0.07
-0.34 0.01 0.02
0.21 -0.23 0.42

Calculated values
- charge = -1
- relative energy (zero: lowest compared OMol25 entry of this formula, charge and spin) (eV) = 0.559
- expectation value of S² = 0.7548
- highest occupied orbital energy (alpha / beta) (eV) = -1.23 / -2.48
- LUMO energy (alpha / beta) (eV) = 3.103 / 3.090
- 2S+1 = 2